1.
C26H29N3O4S2 | ωB97M-V with the def2-TZVPD basis set

```
64
Properties=species:S:1:pos:R:3
C 0.475 6.085 2.751
C 0.696 4.634 2.451
C 1.123 3.753 3.434
C 1.321 2.402 3.175
C 1.062 1.933 1.900
C 0.685 2.820 0.885
C 0.491 4.154 1.157
C 0.608 2.099 -0.426
C 1.450 2.764 -1.537
N 1.760 1.874 -2.629
C 0.613 1.560 -3.463
C 2.500 0.687 -2.202
C 2.558 0.503 -0.684
C 1.167 0.703 -0.089
N 1.196 0.644 1.380
C 1.171 -0.567 1.981
O 1.444 -1.583 1.368
C 0.635 -0.651 3.420
O -0.248 -1.754 3.506
C -1.119 -1.871 2.455
C -1.640 -0.773 1.774
C -2.378 -0.957 0.624
C -2.603 -2.235 0.126
N -3.174 -2.338 -1.159
C -3.884 -3.542 -1.523
S -2.119 -1.809 -2.363
O -2.792 -1.949 -3.617
O -1.605 -0.521 -2.004
C -0.784 -2.965 -2.272
C -0.679 -4.175 -2.891
C 0.463 -4.884 -2.467
C 1.177 -4.201 -1.530
S 0.482 -2.681 -1.144
C -2.190 -3.334 0.875
C -1.461 -3.151 2.033
H 0.750 6.318 3.776
H -0.574 6.344 2.607
H 1.065 6.707 2.080
H 1.319 4.125 4.429
H 1.697 1.758 3.953
H 0.191 4.833 0.372
H -0.427 2.013 -0.770
H 2.392 3.125 -1.115
H 0.914 3.627 -1.939
H 0.968 1.049 -4.357
H 0.142 2.492 -3.771
H -0.137 0.928 -2.972
H 3.523 0.761 -2.594
H 2.036 -0.200 -2.641
H 2.908 -0.502 -0.450
H 3.248 1.219 -0.232
H 0.502 -0.088 -0.449
H 0.129 0.274 3.717
H 1.444 -0.870 4.122
H -1.460 0.232 2.123
H -2.747 -0.109 0.072
H -4.323 -3.362 -2.501
H -3.232 -4.421 -1.585
H -4.671 -3.723 -0.792
H -1.380 -4.516 -3.631
H 0.737 -5.854 -2.841
H 2.080 -4.504 -1.038
H -2.398 -4.338 0.538
H -1.095 -3.997 2.593
```

Computed properties:
**Charge**: 0
**HOMO level**: -7.81 eV
**Energy**: -2269.74637 a.u.


2.
C26H29N5O3 | ωB97M-V with the def2-TZVPD basis set

```
63
Properties=species:S:1:pos:R:3
C -4.729 -2.141 2.890
C -4.209 -0.709 2.784
O -3.505 -0.469 1.585
C -4.182 -0.272 0.409
C -5.565 -0.229 0.305
C -6.188 -0.065 -0.922
C -5.428 0.065 -2.067
C -4.050 0.054 -1.973
C -3.396 -0.109 -0.753
N -2.002 -0.070 -0.751
C -1.262 -1.006 -1.569
C 0.033 -0.338 -2.037
N 0.819 0.094 -0.896
C 1.755 -0.770 -0.414
N 1.797 -1.962 -0.992
C 2.715 -2.865 -0.614
C 2.753 -4.138 -1.217
C 3.671 -5.059 -0.791
C 4.581 -4.755 0.234
C 4.575 -3.523 0.832
C 3.643 -2.560 0.412
N 3.648 -1.318 0.943
C 2.764 -0.443 0.561
C 3.003 0.924 1.181
C 2.144 1.141 2.319
N 1.464 1.272 3.229
C 2.952 2.070 0.161
O 3.125 1.914 -1.015
O 2.741 3.216 0.793
C 2.716 4.463 0.064
C 1.558 4.500 -0.926
C 4.057 4.738 -0.606
C 0.054 1.014 -0.087
C -1.243 0.344 0.401
H -5.441 -2.357 2.098
H -5.214 -2.283 3.852
H -3.900 -2.839 2.806
H -3.467 -0.529 3.568
H -5.024 0.015 2.912
H -6.182 -0.343 1.182
H -7.266 -0.047 -0.972
H -5.902 0.190 -3.029
H -3.453 0.187 -2.863
H -1.863 -1.310 -2.425
H -0.997 -1.906 -0.991
H 0.629 -1.030 -2.629
H -0.204 0.553 -2.626
H 2.043 -4.359 -1.999
H 3.701 -6.039 -1.245
H 5.292 -5.506 0.548
H 5.266 -3.266 1.620
H 4.033 0.896 1.568
H 2.544 5.192 0.864
H 0.621 4.289 -0.415
H 1.711 3.766 -1.713
H 1.499 5.489 -1.373
H 4.231 4.031 -1.413
H 4.056 5.745 -1.014
H 4.864 4.655 0.119
H 0.610 1.361 0.779
H -0.202 1.874 -0.715
H -1.817 1.065 0.980
H -0.978 -0.502 1.055
```

Computed properties:
**Charge**: 0
**HOMO level**: -7.49 eV
**Energy**: -1507.65772 a.u.
**Relative energy (zero: lowest compared OMol25 entry of this formula, charge and spin)**: 54.0 kcal per mole


3.
C26H30Cl45IO5 | ωB97M-V with the def2-TZVPD basis set

```
107
Properties=species:S:1:pos:R:3
C -0.226 -2.082 -3.112
C 0.789 -1.573 -2.250
C 2.321 -1.405 -2.690
I 2.907 -1.924 -4.718
O 3.038 -2.364 -1.838
C 3.449 -1.733 -0.635
O 4.212 -2.097 0.266
O 2.792 -0.439 -0.655
C 2.919 -0.039 -2.033
C 1.904 1.060 -2.639
C 4.335 0.435 -2.600
C 4.963 1.717 -1.867
O 4.671 1.822 -0.458
C 3.532 2.608 -0.183
O 3.110 3.584 -0.837
C 2.717 2.235 1.165
C 1.204 1.788 0.886
H -0.004 -2.291 -4.207
H -1.285 -2.233 -2.670
H 0.433 -1.263 -1.202
H 1.478 0.671 -3.639
H 2.436 2.040 -2.899
H 1.015 1.244 -1.952
H 4.158 0.746 -3.698
H 5.120 -0.412 -2.667
H 4.704 2.631 -2.491
H 6.109 1.600 -1.950
H 2.709 3.183 1.822
H 3.227 1.395 1.746
H 0.518 2.173 1.728
H 1.090 0.642 0.911
H 0.790 2.234 -0.081
C 3.863 2.936 -6.164
Cl 3.899 4.007 -4.756
Cl 5.398 2.072 -6.329
Cl 2.517 1.794 -6.043
H 3.715 3.546 -7.054
C -2.274 3.719 -0.893
Cl -1.408 2.503 -1.844
Cl -3.968 3.809 -1.400
Cl -2.164 3.358 0.835
H -1.810 4.688 -1.071
C -4.401 -0.744 -3.431
Cl -4.871 -1.338 -5.031
Cl -5.428 -1.451 -2.178
Cl -2.694 -1.106 -3.120
H -4.533 0.336 -3.413
C -1.782 -0.687 -7.110
Cl -1.566 -2.438 -7.241
Cl -0.288 0.084 -6.558
Cl -2.298 -0.005 -8.659
H -2.560 -0.492 -6.374
C 4.230 5.259 4.428
Cl 2.895 4.130 4.709
Cl 4.730 5.234 2.730
Cl 3.764 6.894 4.914
H 5.078 4.949 5.036
C -3.601 -2.450 -11.709
Cl -2.866 -2.993 -13.224
Cl -2.551 -2.825 -10.336
Cl -3.946 -0.715 -11.773
H -4.542 -2.980 -11.576
C -1.989 0.936 4.329
Cl -1.233 0.382 2.828
Cl -0.952 0.571 5.711
Cl -2.338 2.669 4.248
H -2.927 0.407 4.457
C 7.548 -3.208 0.420
Cl 7.792 -2.480 2.013
Cl 8.758 -2.615 -0.728
Cl 7.606 -4.973 0.527
H 6.562 -2.919 0.059
C 0.889 -3.189 5.629
Cl 1.742 -1.686 6.010
Cl 0.391 -4.012 7.113
Cl -0.511 -2.867 4.597
H 1.570 -3.841 5.086
C -3.827 -5.521 -6.296
Cl -5.141 -6.672 -6.007
Cl -3.348 -5.540 -8.000
Cl -4.307 -3.891 -5.802
H -2.971 -5.823 -5.697
C 5.223 -0.175 6.670
Cl 5.927 -0.744 5.152
Cl 6.262 -0.592 8.040
Cl 4.945 1.571 6.606
H 4.263 -0.669 6.806
C -3.332 1.931 8.805
Cl -3.791 1.331 7.206
Cl -4.369 1.228 10.055
Cl -1.630 1.578 9.139
H -3.465 3.011 8.817
C -6.722 0.009 4.787
Cl -6.882 1.375 5.899
Cl -7.388 0.417 3.200
Cl -5.027 -0.482 4.642
H -7.287 -0.829 5.191
C -2.520 -4.441 10.307
Cl -2.695 -3.071 11.413
Cl -3.169 -4.038 8.711
Cl -0.823 -4.928 10.183
H -3.088 -5.278 10.706
C -7.990 2.830 -0.590
Cl -7.794 3.587 0.996
Cl -6.797 3.464 -1.733
Cl -7.853 1.071 -0.461
H -8.984 3.070 -0.964
```

Computed properties:
**Charge**: 0
**HOMO level**: -9.97 eV
**Energy**: -22391.01620 a.u.
**Relative energy (zero: lowest compared OMol25 entry of this formula, charge and spin)**: 83.2 kcal per mole


4.
C26H30FMgN2O3S4Si | ωB97M-V with the def2-TZVPD basis set

```
68
Properties=species:S:1:pos:R:3
Mg 4.100 -19.556 3.663
C 4.728 -26.466 2.389
Si 5.403 -24.701 2.564
C 5.950 -24.206 0.824
C 6.830 -24.770 3.826
C 3.997 -23.651 3.150
C 2.680 -24.064 3.280
C 1.660 -23.200 3.645
C 2.029 -21.895 3.841
N 3.261 -21.448 3.676
C 4.269 -22.267 3.317
S 5.821 -21.497 3.104
H 5.467 -27.120 1.936
H 3.859 -26.475 1.734
H 4.463 -26.871 3.356
H 6.818 -24.779 0.507
H 6.206 -23.136 0.792
H 5.148 -24.376 0.114
H 7.288 -25.746 3.818
H 6.441 -24.573 4.814
H 7.572 -24.004 3.604
H 2.447 -25.100 3.098
H 0.642 -23.508 3.786
H 1.311 -21.125 4.126
O 4.700 -19.793 5.765
S 5.454 -21.103 6.133
C 5.557 -20.959 7.968
C 6.659 -19.935 8.199
C 7.815 -20.328 7.285
C 7.236 -20.729 5.927
H 5.829 -21.935 8.363
H 4.581 -20.670 8.333
H 6.965 -19.890 9.258
H 6.315 -18.957 7.888
H 8.353 -21.166 7.720
H 8.528 -19.499 7.173
H 7.696 -21.621 5.507
H 7.233 -19.926 5.188
O 6.783 -17.482 5.758
S 5.824 -17.063 4.737
O 4.476 -16.780 5.192
N 5.765 -18.027 3.407
C 6.215 -17.446 2.303
S 6.226 -18.045 0.750
C 6.704 -16.023 2.586
C 7.318 -15.112 1.753
C 7.715 -13.875 2.272
C 7.503 -13.531 3.601
C 6.891 -14.451 4.448
C 6.500 -15.663 3.912
H 7.524 -15.354 0.718
H 8.208 -13.186 1.588
H 7.807 -12.563 3.979
H 6.742 -14.245 5.503
F -1.986 -18.978 6.240
C -0.902 -18.748 5.419
C -0.907 -19.217 4.129
C 0.177 -18.960 3.285
C 1.320 -18.282 3.749
C 2.525 -18.200 2.924
C 1.283 -17.826 5.078
C 0.191 -18.040 5.892
H -1.766 -19.779 3.802
H 0.179 -19.337 2.270
H 3.028 -17.232 2.985
H 2.301 -18.393 1.879
H 2.176 -17.322 5.458
H 0.227 -17.698 6.924
```

Computed properties:
**Charge**: -1
**HOMO level**: -4.01 eV
**Energy**: -3526.39441 a.u.


5.
C26H30N3O7PbSb | ωB97M-V with the def2-TZVPD basis set

```
68
Properties=species:S:1:pos:R:3
Pb 0.604 1.240 0.625
C 0.219 2.155 -6.193
C 0.844 1.606 -4.905
O 2.087 1.728 -4.805
C -0.060 1.085 -3.963
C 0.315 0.537 -2.716
C 1.634 -0.178 -2.589
N -0.425 0.504 -1.631
N -1.739 0.959 -1.770
C -2.144 1.657 -0.760
O -1.452 2.022 0.284
C -3.571 2.104 -0.770
C -4.047 2.915 0.256
C -5.371 3.335 0.263
C -6.233 2.949 -0.752
C -5.761 2.138 -1.780
C -4.441 1.719 -1.790
H 0.632 1.599 -7.039
H 0.514 3.199 -6.312
H -0.869 2.077 -6.210
H -1.110 1.297 -4.106
H 1.497 -1.196 -2.966
H 1.935 -0.269 -1.545
H 2.400 0.301 -3.194
H -3.361 3.208 1.040
H -5.728 3.968 1.067
H -7.267 3.276 -0.746
H -6.429 1.832 -2.578
H -4.051 1.090 -2.579
O -1.402 -2.162 2.906
C -0.874 -1.125 2.496
O 0.023 -1.003 1.605
C -1.307 0.184 3.159
C -2.318 0.234 4.104
C -2.644 1.466 4.651
C -1.954 2.599 4.250
C -0.955 2.465 3.295
N -0.658 1.278 2.782
C -0.149 3.674 2.788
O -0.404 4.759 3.321
O 0.698 3.411 1.891
H -2.820 -0.684 4.375
H -3.440 1.544 5.384
H -2.161 3.586 4.638
O 3.810 2.717 -2.105
C 2.683 2.684 -2.066
C 4.029 -4.441 -1.454
C 3.439 -4.504 -0.048
Sb 1.817 -3.055 0.279
C 3.112 -1.781 1.452
C 4.180 -1.092 0.609
C 0.962 -4.217 1.884
C 1.768 -4.267 3.175
H 4.832 -5.171 -1.607
H 4.439 -3.453 -1.673
H 3.263 -4.632 -2.210
H 4.214 -4.331 0.705
H 3.024 -5.498 0.145
H 3.576 -2.408 2.216
H 2.475 -1.055 1.956
H 4.817 -1.819 0.097
H 4.833 -0.465 1.223
H 3.743 -0.449 -0.157
H 0.831 -5.222 1.470
H -0.025 -3.795 2.073
H 2.787 -4.630 3.014
H 1.296 -4.924 3.913
H 1.835 -3.275 3.624
```

Computed properties:
**Charge**: -2
**HOMO level**: -1.47 eV
**Energy**: -2132.92341 a.u.
**Relative energy (zero: lowest compared OMol25 entry of this formula, charge and spin)**: 5.3 kcal per mole


6.
C26H30NO | ωB97M-V with the def2-TZVPD basis set

```
58
Properties=species:S:1:pos:R:3
C 4.881 -1.863 2.042
O 4.673 -0.440 2.135
C 3.450 0.023 2.503
C 3.167 1.379 2.197
C 1.880 1.845 2.307
C 0.849 1.038 2.876
C -0.464 1.563 3.058
C -1.659 0.842 2.791
C -2.928 1.440 3.068
C -4.101 0.740 2.866
C -4.084 -0.525 2.261
C -5.363 -1.220 1.920
C -2.857 -1.109 1.928
C -1.667 -0.451 2.177
C 1.184 -0.284 3.286
C 2.458 -0.791 3.106
H 5.868 -1.949 1.589
H 4.875 -2.325 3.038
H 4.126 -2.343 1.404
H 3.973 2.003 1.814
H 1.626 2.846 1.951
H -0.578 2.648 3.103
H -2.952 2.469 3.433
H -5.059 1.172 3.165
H -5.209 -2.302 1.863
H -6.140 -1.005 2.660
H -5.741 -0.890 0.942
H -2.847 -2.097 1.462
H -0.721 -0.909 1.886
H 0.417 -0.906 3.755
H 2.686 -1.824 3.388
C 4.273 5.422 6.947
C 3.211 6.322 6.797
C 2.096 5.963 6.041
C 2.032 4.695 5.454
C 0.744 4.251 4.797
C -0.045 3.395 5.783
C -1.573 3.532 5.812
C -2.042 2.194 6.419
C -0.835 1.250 6.338
N 0.156 1.984 5.555
C 3.108 3.801 5.573
C 4.220 4.162 6.341
H 5.145 5.703 7.538
H 3.240 7.301 7.272
H 1.254 6.647 5.910
H 0.135 5.120 4.516
H 0.968 3.665 3.897
H 0.288 3.646 6.813
H -1.889 4.405 6.390
H -1.945 3.636 4.786
H -2.337 2.338 7.466
H -2.884 1.777 5.861
H -0.462 1.041 7.359
H -1.062 0.288 5.861
H 1.107 1.680 5.735
H 3.059 2.827 5.076
H 5.033 3.447 6.466
```

Computed properties:
**Charge**: +1
**HOMO level**: -11.26 eV
**Energy**: -1138.46972 a.u.
**Relative energy (zero: lowest compared OMol25 entry of this formula, charge and spin)**: 7.4 kcal per mole


7.
C26H30NO | ωB97M-V with the def2-TZVPD basis set

```
58
Properties=species:S:1:pos:R:3
C -0.859 -3.021 -2.915
C -0.832 -2.171 -1.658
N -0.256 -0.795 -1.685
C 1.207 -0.796 -1.830
C 1.836 -1.008 -3.195
C -0.944 0.200 -2.511
C -2.210 -0.170 -3.270
H -1.244 -4.014 -2.650
H -1.520 -2.610 -3.682
H 0.138 -3.165 -3.341
H -1.851 -2.060 -1.263
H -0.235 -2.694 -0.899
H 1.525 0.180 -1.459
H 1.577 -1.541 -1.112
H 2.888 -0.709 -3.135
H 1.802 -2.056 -3.497
H 1.357 -0.386 -3.956
H -1.203 1.007 -1.813
H -0.215 0.657 -3.200
H -2.766 0.757 -3.453
H -1.986 -0.603 -4.252
H -2.866 -0.841 -2.709
C 2.715 -2.535 5.478
O 1.582 -2.903 4.652
C 1.310 -2.114 3.581
C 0.181 -2.440 2.785
C -0.224 -1.584 1.784
C 0.476 -0.379 1.514
C -0.078 0.629 0.644
C 0.702 1.767 0.169
C -0.196 2.851 -0.123
C 0.273 4.068 -0.601
C 1.651 4.219 -0.817
C 2.542 3.173 -0.521
C 2.075 1.949 -0.021
C -1.541 2.422 0.232
C -1.463 1.071 0.737
C -2.586 0.502 1.331
C -3.790 1.218 1.326
C -3.874 2.502 0.761
C -2.739 3.120 0.221
C 1.660 -0.131 2.253
C 2.081 -0.972 3.264
H 2.768 -3.327 6.224
H 3.642 -2.501 4.887
H 2.550 -1.561 5.962
H -0.369 -3.349 3.022
H -1.097 -1.839 1.185
H -0.440 4.871 -0.792
H 2.038 5.156 -1.218
H 3.615 3.310 -0.672
H 2.773 1.136 0.184
H -2.514 -0.476 1.797
H -4.674 0.771 1.779
H -4.830 3.025 0.752
H -2.761 4.126 -0.197
H 2.228 0.779 2.084
H 2.973 -0.717 3.841
```

Computed properties:
**Charge**: +1
**HOMO level**: -11.17 eV
**Energy**: -1138.45992 a.u.
**Relative energy (zero: lowest compared OMol25 entry of this formula, charge and spin)**: 13.6 kcal per mole


Result set for frontier orbital gap: 8.43, 7.49, 9.90, 6.29, 6.12, 6.37, 5.90 eV, one per record in the order listed.
Result set for lowest unoccupied orbital energy: 0.626, 0.003, -0.073, 2.282, 4.652, -4.889, -5.266 eV, one per record in the order listed.